The following is a quantum chemistry calculation of the molecule C5H8O2 at a distorted geometry, from the OMol25 dataset.

Atoms and positions in Å:
C1 -1.040 -1.180 -0.028
C2 -0.566 0.003 -1.062
C3 -0.417 1.345 -0.344
C4 0.371 0.420 0.418
O1 0.382 0.238 1.759
C5 1.464 -0.162 -0.430
O2 0.715 -0.249 -1.634
H1 -2.052 -0.905 0.265
H2 -0.550 -1.521 0.927
H3 -1.023 -2.039 -0.678
H4 0.156 2.120 -0.847
H5 -1.357 1.682 0.085
H6 -0.190 0.904 2.166
H7 2.324 0.511 -0.465
H8 1.783 -1.168 -0.133

E_tot = -345.61965 Eh
Structure (SMILES) = C[C@]12C[C@]1(O)CO2
Net charge = 0
ΔE to the lowest compared entry with this formula, charge and spin = 5.0425 eV
LUMO level = 0.0201 Ha
Orbital gap = 8.07 eV
Spin multiplicity = 1



The following is a quantum chemistry calculation of the molecule C5H8O2, from the OMol25 dataset.

Atoms and positions in Å:
C1 0.719 -1.180 1.013
C2 0.870 1.340 -0.971
C3 -1.112 -0.785 0.123
C4 0.038 0.070 1.104
C5 -0.002 1.169 0.219
O1 -0.764 -1.135 -1.149
O2 -2.210 -0.963 0.590
H1 -1.565 -1.526 -1.529
H2 1.373 -1.403 0.183
H3 0.598 -1.886 1.822
H4 -0.510 0.216 2.029
H5 -0.738 1.930 0.443
H6 1.077 2.399 -1.140
H7 1.821 0.810 -0.855
H8 0.403 0.945 -1.881

E_tot = -345.66608 Eh
Net charge = 0
ΔE to the lowest compared entry with this formula, charge and spin = 3.7792 eV
LUMO level = 0.0136 Ha
Orbital gap = 7.67 eV
Spin multiplicity = 1



The following is a quantum chemistry calculation of the molecule C5H8O2, from the OMol25 dataset.

Atoms and positions in Å:
C1 -1.913 -0.264 -0.318
C2 -0.671 0.527 0.053
O1 -0.228 0.636 1.434
C3 1.138 0.483 1.029
C4 1.318 -0.936 0.610
C5 0.706 0.040 -0.352
O2 1.231 0.099 -1.626
H1 -1.684 -1.310 -0.541
H2 -2.693 -0.221 0.447
H3 -2.326 0.189 -1.228
H4 -0.804 1.566 -0.287
H5 1.884 1.178 1.403
H6 2.329 -1.187 0.291
H7 0.776 -1.721 1.132
H8 0.937 0.918 -2.045

E_tot = -345.70563 Eh
Structure (SMILES) = C[C@H]1O[C@H]2C[C@]21O
Net charge = 0
ΔE to the lowest compared entry with this formula, charge and spin = 2.7028 eV
LUMO level = 0.0300 Ha
Orbital gap = 9.85 eV
Spin multiplicity = 1



The following is a quantum chemistry calculation of the molecule C5H8O2 at a distorted geometry, from the OMol25 dataset.

Atoms and positions in Å:
C1 1.097 1.111 1.035
C2 0.976 0.180 -0.143
O1 1.016 -1.255 0.248
C3 -0.099 -1.538 -0.518
C4 -1.428 -0.496 0.259
C5 -0.375 -0.132 -0.735
O2 -0.801 0.383 -1.940
H1 0.123 1.246 1.520
H2 1.781 0.675 1.768
H3 1.487 2.085 0.730
H4 1.697 0.369 -0.943
H5 -0.158 -2.521 -0.966
H6 -2.221 0.256 0.337
H7 -1.350 -0.925 1.229
H8 -1.746 0.562 -1.883

E_tot = -345.61763 Eh
Structure (SMILES) = C[C@H]1O[C@H]2C[C@]21O
Net charge = 0
ΔE to the lowest compared entry with this formula, charge and spin = 5.0974 eV
LUMO level = 0.0319 Ha
Orbital gap = 8.73 eV
Spin multiplicity = 1



The following is a quantum chemistry calculation of the molecule C5H8O2, from the OMol25 dataset.

Atoms and positions in Å:
C1 -1.480 -0.717 -0.103
C2 -0.450 0.407 -0.076
O1 -1.045 1.648 -0.337
C3 0.561 0.300 1.109
C4 1.533 -0.524 0.199
C5 0.751 0.110 -0.944
O2 1.064 0.597 -2.002
H1 -2.286 -0.496 0.603
H2 -1.907 -0.786 -1.109
H3 -1.046 -1.691 0.154
H4 -0.740 1.898 -1.226
H5 0.912 1.308 1.339
H6 0.121 -0.130 2.014
H7 2.601 -0.313 0.103
H8 1.412 -1.611 0.274

E_tot = -345.76581 Eh
Structure (SMILES) = C[C@@]1(O)CCC1=O
Net charge = 0
ΔE to the lowest compared entry with this formula, charge and spin = 1.0652 eV
LUMO level = 0.0337 Ha
Orbital gap = 10.65 eV
Spin multiplicity = 1



The following is a quantum chemistry calculation of a cluster of 2 separate species, C5H8O2 in total, from the OMol25 dataset.

Atoms and positions in Å:
O1 1.642 0.665 -1.398
C1 0.878 0.953 -0.234
C2 -0.655 0.795 -0.407
C3 -0.571 -0.424 0.488
C4 -1.497 -1.230 1.020
O2 0.289 -1.392 -1.512
C5 0.910 -0.244 0.742
H1 1.123 0.919 -2.170
H2 1.183 1.913 0.205
H3 -0.978 0.591 -1.431
H4 -1.252 1.615 0.006
H5 -1.229 -1.974 1.766
H6 -2.553 -1.111 0.792
H7 1.529 -1.053 0.352
H8 1.179 -0.023 1.778

E_tot = -345.54170 Eh
Net charge = 0
ΔE to the lowest compared entry with this formula, charge and spin = 7.1635 eV
LUMO level (alpha / beta) = -0.0751 / -0.0606 Ha
Orbital gap (alpha / beta) = 7.59 / 8.05 eV
Spin multiplicity = 1



The following is a quantum chemistry calculation of a cluster of 2 separate species, C5H8O2 in total at a distorted geometry, from the OMol25 dataset.

Atoms and positions in Å:
C1 0.672 1.259 -1.081
C2 0.444 0.935 0.368
O1 1.621 0.778 1.059
C3 -0.754 0.839 0.951
C4 -1.110 -1.829 -0.480
C5 -0.064 -1.788 0.313
O2 0.864 -1.898 1.025
H1 1.110 2.260 -1.165
H2 1.393 0.550 -1.509
H3 -0.257 1.223 -1.659
H4 1.680 -0.137 1.385
H5 -0.856 0.631 2.013
H6 -1.666 1.001 0.381
H7 -1.498 -2.810 -0.715
H8 -1.559 -0.940 -0.895

E_tot = -345.73026 Eh
Structure (SMILES) = C=C(C)O.C=C=O
Net charge = 0
ΔE to the lowest compared entry with this formula, charge and spin = 2.0326 eV
LUMO level = 0.0309 Ha
Orbital gap = 10.09 eV
Spin multiplicity = 1



The following is a quantum chemistry calculation of the molecule C5H8O2, from the OMol25 dataset.

Atoms and positions in Å:
C1 -2.041 -0.143 -0.978
C2 -0.902 -0.448 -0.010
C3 0.165 0.648 -0.022
C4 1.265 0.335 0.954
O1 1.186 0.178 2.135
C5 2.577 -0.520 0.026
O2 2.664 0.706 0.367
H1 -2.546 0.793 -0.715
H2 -2.790 -0.942 -0.968
H3 -1.671 -0.046 -2.006
H4 -0.423 -1.398 -0.275
H5 -1.285 -0.559 1.010
H6 0.570 0.786 -1.027
H7 -0.269 1.601 0.309
H8 3.542 -0.925 -0.337

E_tot = -345.67300 Eh
Net charge = 0
ΔE to the lowest compared entry with this formula, charge and spin = 3.5907 eV
LUMO level = 0.0067 Ha
Orbital gap = 9.39 eV
Spin multiplicity = 1



The following is a quantum chemistry calculation of a structure of composition C5H8O2 at a distorted geometry, from the OMol25 dataset.

Atoms and positions in Å:
C1 -0.187 -0.790 0.879
C2 0.784 0.225 0.442
C3 0.838 0.017 -1.176
C4 -1.118 0.128 -0.051
C5 -0.250 1.384 0.334
H1 -0.264 -2.574 -0.270
H2 -0.547 -0.661 1.918
H3 1.735 0.592 0.968
H4 1.351 -0.899 -1.530
H5 1.200 0.730 -1.898
H6 -2.210 0.023 0.010
H7 -0.536 1.794 1.342
H8 -0.152 2.356 -0.111
O1 -0.004 -2.214 0.588
O2 -0.641 -0.109 -1.446

E_tot = -345.68225 Eh
Net charge = 0
ΔE to the lowest compared entry with this formula, charge and spin = 3.3391 eV
LUMO level = 0.0344 Ha
Orbital gap = 10.53 eV
Spin multiplicity = 1



The following is a quantum chemistry calculation of the molecule C5H8O2 at a distorted geometry, from the OMol25 dataset.

Atoms and positions in Å:
C1 -1.578 0.791 0.177
C2 -0.152 0.515 -0.324
O1 0.266 1.630 -1.115
C3 0.904 0.219 0.814
O2 1.478 -1.191 0.770
C4 -0.100 -0.729 -1.135
C5 0.574 -1.729 -0.835
H1 -1.680 1.786 0.630
H2 -1.895 0.034 0.900
H3 -2.252 0.740 -0.686
H4 0.126 1.333 -2.027
H5 0.489 0.329 1.814
H6 1.787 0.837 0.639
H7 1.077 -1.854 1.366
H8 0.955 -2.712 -0.989

E_tot = -345.64583 Eh
Structure (SMILES) = C#C[C@](C)(O)CO
Net charge = 0
ΔE to the lowest compared entry with this formula, charge and spin = 4.3300 eV
LUMO level = 0.0208 Ha
Orbital gap = 9.27 eV
Spin multiplicity = 1



The following is a quantum chemistry calculation of a structure of composition C5H8O2 at a distorted geometry, from the OMol25 dataset.

Atoms and positions in Å:
O1 -2.080 -1.353 0.882
C1 -1.249 -1.099 -0.257
C2 -0.427 0.192 -0.112
C3 0.886 0.036 0.568
C4 1.625 1.295 0.308
C5 0.649 1.241 -1.370
O2 0.907 1.302 -2.521
H1 -2.673 -2.087 0.649
H2 -1.859 -0.979 -1.153
H3 -0.564 -1.952 -0.404
H4 -1.027 0.968 0.386
H5 0.418 -0.155 1.541
H6 1.451 -0.842 0.223
H7 2.723 1.246 0.468
H8 1.220 2.187 0.792

E_tot = -345.66494 Eh
Net charge = 0
ΔE to the lowest compared entry with this formula, charge and spin = 3.8100 eV
LUMO level = 0.0280 Ha
Orbital gap = 9.46 eV
Spin multiplicity = 1



The following is a quantum chemistry calculation of the molecule C5H8O2 at a distorted geometry, from the OMol25 dataset.

Atoms and positions in Å:
C1 -1.426 0.654 0.876
C2 -0.045 1.165 0.445
C3 -1.729 -0.177 -1.307
C4 1.115 -0.990 -0.009
C5 0.984 0.486 -0.023
O1 -2.179 0.563 -0.337
O2 2.043 1.119 -0.642
H1 -1.983 1.372 1.439
H2 -1.383 -0.417 1.308
H3 -0.133 2.271 0.399
H4 -2.621 -0.046 -2.077
H5 0.243 -1.416 -0.624
H6 0.996 -1.442 1.020
H7 2.229 -1.415 -0.229
H8 2.857 0.960 -0.102

E_tot = -345.55580 Eh
<S²> = 2.0046
Net charge = 0
ΔE to the lowest compared entry with this formula, charge and spin = 2.2013 eV
LUMO level (alpha / beta) = 0.0292 / -0.0310 Ha
Orbital gap (alpha / beta) = 7.65 / 8.42 eV
Spin multiplicity = 3



The following is a quantum chemistry calculation of the molecule C5H8O2S at a distorted geometry, from the OMol25 dataset.

Atoms and positions in Å:
C1 0.077 -2.786 0.753
C2 0.444 -1.598 1.176
C3 -0.278 2.192 -0.599
C4 0.586 0.998 -0.985
C5 -0.750 0.714 -0.540
O1 -2.101 -0.942 1.411
O2 -0.503 0.693 2.390
S1 -0.872 -0.271 1.360
H1 0.786 -3.623 0.921
H2 -1.001 -3.147 0.501
H3 1.477 -1.251 1.256
H4 -0.095 2.875 0.274
H5 -1.000 2.500 -1.369
H6 0.841 0.769 -1.961
H7 1.431 0.670 -0.366
H8 -1.534 0.469 -1.215

E_tot = -743.83432 Eh
Structure (SMILES) = C=CS(=O)(=O)C1CC1
Net charge = 0
ΔE to the lowest compared entry with this formula, charge and spin = 4.1654 eV
LUMO level = 0.0208 Ha
Orbital gap = 10.22 eV
Spin multiplicity = 1



The following is a quantum chemistry calculation of the molecule C5H8O2S at a distorted geometry, from the OMol25 dataset.

Atoms and positions in Å:
C1 -0.250 -0.743 0.956
C2 -0.502 -0.425 -0.510
C3 0.821 0.507 1.019
C4 0.543 0.677 -0.535
C5 -1.869 0.161 -0.690
O1 2.202 -1.414 -0.187
O2 3.201 0.969 -0.206
S1 2.100 0.025 -0.013
H1 -1.110 -0.788 1.518
H2 0.361 -1.556 1.068
H3 -0.267 -1.325 -1.093
H4 0.927 1.401 1.692
H5 0.451 1.576 -0.988
H6 -1.816 1.131 -0.315
H7 -2.618 -0.307 -0.067
H8 -2.173 0.113 -1.649

E_tot = -743.84919 Eh
Structure (SMILES) = C[C@@H]1C[C@@H]2[C@H]1S2(=O)=O
Net charge = 0
ΔE to the lowest compared entry with this formula, charge and spin = 3.7609 eV
LUMO level = 0.0296 Ha
Orbital gap = 10.75 eV
Spin multiplicity = 1



The following is a quantum chemistry calculation of a structure of composition C5H8O2Yb at a distorted geometry, from the OMol25 dataset.

Atoms and positions in Å:
O1 0.323 -0.144 -0.020
C1 -0.090 1.021 -0.364
Yb1 1.202 3.350 -0.798
O2 -1.359 1.066 -0.650
C2 -2.233 -0.020 -0.533
C3 -3.504 0.221 -0.251
H1 -4.215 -0.604 -0.275
H2 -1.795 -1.004 -0.685
H3 -3.878 1.234 -0.102
H4 1.447 -0.706 -0.818
C4 1.832 -0.379 1.141
H5 2.100 0.659 1.362
H6 1.357 -1.049 1.862
C5 2.578 -1.014 0.074
H7 3.536 -0.537 -0.164
H8 2.699 -2.093 0.223

E_tot = -1503.98079 Eh
<S²> = 0.7512
Net charge = +1
ΔE to the lowest compared entry with this formula, charge and spin = 1.6932 eV
LUMO level (alpha / beta) = -0.1506 / -0.1563 Ha
Orbital gap (alpha / beta) = 5.56 / 8.62 eV
Spin multiplicity = 2



The following is a quantum chemistry calculation of a structure of composition C5H8O3 at a distorted geometry, from the OMol25 dataset.

Atoms and positions in Å:
C1 0.237 -0.998 -1.568
C2 -0.472 -1.002 -0.199
C3 0.391 -0.982 0.977
C4 -0.548 0.201 0.651
C5 0.301 1.287 0.231
H1 -0.497 -1.300 -2.523
H2 1.094 -1.914 -1.841
H3 0.992 0.182 -1.635
H4 -2.603 -1.185 -0.339
H5 1.489 -0.876 0.988
H6 -0.079 -1.757 1.581
H7 -1.362 0.414 1.559
H8 2.180 1.929 0.583
O1 -1.690 -1.781 -0.193
O2 1.714 1.014 0.335
O3 -0.107 2.451 -0.007

E_tot = -420.87169 Eh
Net charge = 0
ΔE to the lowest compared entry with this formula, charge and spin = 5.0172 eV
LUMO level = 0.0171 Ha
Orbital gap = 10.44 eV
Spin multiplicity = 1